ORCA calculation (wB97M-V/def2-TZVPD) on a 2-piece molecular cluster, C5H15N2O2 overall.

The geometry in XYZ format:
```
24
Properties=species:S:1:pos:R:3:forces:R:3
C 0.9916 2.1588 0.7657 0.70 0.29 0.15
O 2.2911 1.9218 1.3013 -0.51 -0.56 0.01
C 0.3033 0.8078 0.5765 -1.03 -0.49 0.22
C 0.2405 0.3905 -0.9035 -0.52 0.42 -0.24
C -0.9779 -0.3803 -1.2716 0.28 -0.32 1.01
C -1.7873 -0.1899 -2.2670 -1.30 0.14 -0.99
N -1.3068 -1.4689 -0.3254 -0.08 -0.36 -0.46
N -1.0711 0.7043 1.1671 0.20 1.06 0.04
H 0.4305 2.8433 1.4216 -0.09 -0.39 -0.02
H 1.0972 2.6679 -0.1942 -0.15 0.03 -0.11
H 2.8529 2.6648 1.1045 0.31 0.42 -0.04
H 0.8596 0.0249 1.0811 0.42 0.21 0.35
H 1.0976 -0.2165 -1.1677 0.47 0.11 -0.08
H 0.2094 1.2768 -1.5375 0.30 -0.08 -0.10
H -2.6617 -0.8051 -2.4470 0.07 -0.16 0.13
H -1.7060 0.6314 -2.9505 0.40 0.26 -0.18
H -0.4434 -1.8828 0.0508 -0.07 -0.46 0.22
H -1.8603 -2.1984 -0.7730 0.12 -0.08 -0.02
H -1.8318 -1.0587 0.4552 0.27 0.29 0.26
H -1.6511 1.4630 0.8049 0.02 -0.13 -0.24
H -1.0061 0.9659 2.1464 0.12 -0.31 0.17
H 1.5415 -3.0660 -0.2692 0.17 -0.17 0.04
H 1.1853 -3.8141 1.0367 -0.27 0.46 -0.42
O 0.8321 -3.1951 0.3685 0.18 -0.17 0.29
```
Positions in Å, forces in eV/Å.

Values from the calculation:
energy relative to the best compared isomer or geometry (same formula, charge and spin)	1.969	eV
highest occupied orbital energy	-13.6	eV
charge	+1
E	-12496.7044	eV
LUMO	-0.1037	hartree